Entry from OMol25: C17H44N2NbO19P2 as an isolated structure in a non-equilibrium geometry (wB97M-V/def2-TZVPD).

```
85
Properties=species:S:1:pos:R:3:forces:R:3
O -1.509196 4.873477 -1.016651 0.0159 -0.0672 0.0569
C 1.818878 -6.695288 8.670056 0.0798 0.1356 0.0377
H -2.039463 -9.486264 7.820384 -0.0090 -0.0151 0.0223
H 3.060608 -1.502947 4.674233 0.0521 0.0129 0.0001
H 2.513071 -8.664354 -2.841172 -0.0056 -0.0274 -0.0466
H -0.351281 7.672783 -3.432566 -0.0014 -0.0359 0.0066
H -1.651328 8.537948 -2.594445 -0.0293 -0.0296 0.0197
P 1.564184 -3.004688 5.190400 -0.1389 -0.3481 -0.1172
H 2.422015 -7.534678 -4.228047 0.0214 -0.0073 0.0133
H -1.421228 2.564825 -4.088656 0.0173 0.0319 0.0294
P 3.864672 -2.820772 2.440927 -0.4857 -0.0796 0.1953
C 0.123610 -0.721985 0.539944 -0.1203 0.0636 -0.1907
H 1.170477 -1.068338 2.393160 -0.0875 0.0616 -0.0465
O -3.541224 4.867809 -7.590395 -0.0215 0.0833 -0.0187
H -0.673075 -3.916678 -2.278996 -0.0014 0.0021 0.0079
O 1.091368 -4.897406 -1.786857 0.0698 -0.0996 0.0104
H -3.593434 4.745634 -10.219827 -0.0003 0.0138 -0.0216
H 1.265748 -4.329282 6.790699 -0.0963 -0.0726 0.0696
O 0.141663 8.410215 -1.552785 0.0087 0.0186 -0.0027
H 0.938752 -8.267532 -3.595344 0.0041 -0.0150 0.0195
H -3.764680 6.156088 -5.328858 0.0097 0.0274 0.0416
H -4.941296 5.702912 -10.908277 -0.0015 -0.0500 -0.0204
H 0.997253 -0.785483 -0.117366 -0.0003 0.0047 0.0682
O 1.819800 -6.846248 -2.361092 -0.0140 0.0450 0.0043
H -2.776817 3.522056 -4.751268 -0.0017 -0.0665 -0.0288
C -3.815057 5.992653 -7.927416 0.0101 -0.0693 0.0159
O 2.623120 -1.764397 5.491222 0.0077 -0.0295 -0.0831
O -0.122029 -7.809029 7.252294 -0.0173 -0.0056 0.0398
C 2.174018 11.219143 -1.311130 -0.0357 -0.0611 0.0054
O -0.135017 -9.581049 8.653223 0.0065 0.0633 -0.0458
H -0.543985 -1.398047 2.481125 0.0503 0.0452 -0.0191
H -1.134584 6.920995 -2.006663 -0.0660 -0.0225 -0.0625
H -3.056770 2.324877 -3.451079 -0.0071 0.0347 0.0409
C -1.171225 -10.142922 7.841704 0.0579 0.0338 0.0408
H 2.837859 11.401731 -0.472211 0.0137 0.0442 -0.0249
H 5.064035 -2.947475 4.217754 0.0058 -0.0134 0.1419
O 3.797694 -1.322547 1.746227 -0.2132 0.0400 -0.1442
H -0.036130 -1.603772 5.796482 0.0835 -0.0752 0.1934
H 1.437664 12.015409 -1.404684 0.0052 0.0040 0.0248
H 2.994718 -5.223718 3.662237 0.4594 0.3779 -0.0013
H -0.882672 5.621545 0.743928 0.0228 -0.0259 0.0463
O 2.080649 -3.954948 6.438312 0.0512 -0.0772 0.0672
O 5.009946 -2.307441 3.496556 0.0145 -0.4000 0.1276
O 0.607502 -5.665916 -3.855276 0.0355 -0.0002 0.0987
O 1.531786 9.974635 -1.013215 -0.0354 -0.0183 -0.0345
O -2.162739 4.139437 -2.939421 0.0091 -0.0201 0.0533
C 1.121703 -5.784926 -2.766654 -0.0931 0.0319 -0.1791
H 0.808799 -3.176604 -2.917839 0.0072 0.0144 0.0140
H -0.821113 -10.289204 6.821276 0.0074 -0.0250 0.0087
O -1.326580 2.662292 -1.443484 -0.0452 0.0576 -0.0501
H 3.203227 -1.355760 0.987671 -0.0184 -0.0073 -0.0658
C -3.115801 6.830992 -5.883964 -0.0033 -0.0147 0.0147
O -4.320981 6.346881 -9.108372 0.0179 -0.0197 0.0405
C 0.662156 9.568976 -1.940652 0.0061 0.0803 -0.0719
H 2.566627 -6.489203 9.429380 0.0172 0.0134 -0.0286
O -3.664236 7.086735 -7.184054 0.0111 -0.0697 -0.0403
N 0.620921 -2.921776 1.618085 -0.2206 0.8271 0.4879
N 0.076582 -2.561866 5.483947 -0.0108 0.1625 -0.4191
O 1.256257 -7.966082 9.034441 0.0163 -0.0154 -0.0094
H 1.053540 -5.921505 8.680924 -0.0271 -0.0339 0.0047
C 0.371308 -3.693167 -2.064517 0.0378 -0.0457 0.0728
H -0.086752 0.334851 0.726139 0.0431 -0.0339 0.0183
H 0.077197 4.225733 0.165927 0.0024 0.0110 0.0109
H -5.232959 4.537346 -9.580321 -0.0173 0.0115 -0.0152
H 2.734990 11.145397 -2.241064 0.0193 -0.0057 0.0154
C 1.925133 -7.891625 -3.326795 -0.0128 0.0498 0.0346
C -1.637096 3.776739 -1.766988 0.0451 -0.0232 0.0116
C -0.817613 7.849692 -2.464525 0.0895 0.1068 0.0111
H -0.727408 -1.124854 -0.020992 0.0495 0.0041 0.0519
H 0.465921 -3.106705 -1.154896 -0.0214 0.0342 -0.0533
C -0.921379 4.643197 0.275819 -0.0376 0.0027 -0.0913
H -3.056381 7.798828 -5.396734 -0.0018 -0.0063 0.0023
O 0.398115 10.161650 -2.957294 0.0103 -0.0585 0.0758
H 0.499853 -5.020252 3.667323 0.3102 0.1354 0.3123
H -0.223933 -3.378278 1.274840 0.2378 -0.1924 -0.2210
H -1.414162 -11.092636 8.309144 -0.0347 -0.0059 -0.0389
C 0.333512 -1.495668 1.831660 0.1272 -0.2041 0.0314
H -1.536902 3.955689 0.851779 0.0005 0.0177 0.0163
C 0.297376 -8.386839 8.217267 -0.0639 -0.0790 -0.0350
H 1.938905 -5.453127 1.560751 -0.0589 -0.2211 0.5628
H 2.274271 -6.730596 7.682633 -0.0313 -0.0392 -0.0087
H -2.127374 6.383375 -5.971698 0.0055 0.0159 0.0121
C -2.364050 3.058008 -3.859782 -0.0245 0.0327 -0.1213
C -4.533404 5.252206 -10.009370 0.0151 0.0546 0.0576
Nb 1.763921 -4.112307 2.788668 -0.0760 0.0251 -1.0088
```
Forces are in eV/Å.

F_max = 1.01 eV/Å
E_tot = -2952.93476 a.u.
2S+1 = 1
Charge = -1

Atomic charges from the Löwdin analysis, expressed in e, are listed below:
1 O -0.032
2 C -0.032
3 H 0.095
4 H -0.019
5 H 0.092
6 H 0.099
7 H 0.099
8 P 0.336
9 H 0.093
10 H 0.100
11 P 0.597
12 C -0.124
13 H 0.072
14 O 0.115
15 H 0.098
16 O 0.001
17 H 0.097
18 H 0.011
19 O 0.008
20 H 0.094
21 H 0.095
22 H 0.092
23 H 0.058
24 O 0.006
25 H 0.084
26 C -0.625
27 O -0.292
28 O 0.137
29 C -0.040
30 O -0.009
31 H 0.097
32 H 0.072
33 H 0.099
34 C -0.049
35 H 0.093
36 H 0.044
37 O -0.362
38 H -0.068
39 H 0.096
40 H -0.161
41 H 0.094
42 O -0.311
43 O -0.354
44 O 0.103
45 O 0.001
46 O -0.009
47 C -0.625
48 H 0.097
49 H 0.097
50 O 0.134
51 H 0.015
52 C -0.034
53 O 0.003
54 C -0.626
55 H 0.093
56 O 0.007
57 N -0.290
58 N -0.284
59 O 0.001
60 H 0.093
61 C -0.031
62 H 0.062
63 H 0.101
64 H 0.097
65 H 0.096
66 C -0.048
67 C -0.621
68 C -0.021
69 H 0.065
70 H 0.059
71 C -0.019
72 H 0.093
73 O 0.116
74 H -0.117
75 H 0.031
76 H 0.088
77 C -0.403
78 H 0.099
79 C -0.625
80 H -0.145
81 H 0.100
82 H 0.098
83 C -0.027
84 C -0.036
85 Nb 0.616